ORCA calculation (the ωB97M-V functional and the def2-TZVPD basis) on H16O9V as an isolated structure.

Element x y z (Å)
V (-0.12, 0.86, 0.11)
O (-0.71, 2.66, -1.06)
O (0.04, 0.17, -1.31)
O (2.05, -2.07, -1.62)
O (1.65, -0.23, 1.23)
O (-2.43, 0.77, -0.09)
O (0.86, 2.42, 1.15)
O (-0.75, -1.74, 0.43)
O (-0.21, -3.11, -2.04)
O (-0.92, 0.54, 2.22)
H (-1.62, 1.05, 2.63)
H (0.63, -2.74, -1.75)
H (2.55, 0.02, 1.07)
H (2.07, -1.60, -2.45)
H (-3.04, 1.19, -0.70)
H (-0.52, 0.05, 2.94)
H (-1.06, 2.79, -1.94)
H (-0.47, -2.56, -2.78)
H (2.96, -2.34, -1.47)
H (1.63, 2.83, 0.76)
H (-0.65, -2.27, 1.22)
H (-2.98, 0.22, 0.47)
H (-0.78, 3.53, -0.65)
H (-0.65, -2.36, -0.29)
H (1.70, -0.90, 1.92)
H (0.78, 2.82, 2.01)

Summary:
- Expectation value of S²: 2.04
- Maximum force: 4.1 eV Å⁻¹
- Charge: +3
- Multiplicity: 3
- Frontier orbital gap (alpha / beta): 10.124 / 5.621 eV
- Energy above the lowest of the compared OMol25 structures with the same formula, charge and spin: 2.9 kJ/mol